Molecular formula: C8H8N6
Method: DFT, ωB97M-V with the def2-TZVPD basis set

Last column: Löwdin charge in e.
Positions of all 22 atoms, in Å:
1 C -3.1204 1.3997 0.1106  -0.13
2 C -1.9437 2.0209 -0.2182  -0.04
3 C -3.1605 0.0934 0.4336  -0.10
4 C -0.7404 1.2500 -0.1752  -0.01
5 C -2.0275 -0.7222 0.3896  0.01
6 C 3.9067 0.3437 -0.3708  -0.17
7 C -0.7478 -0.1054 0.1540  -0.20
8 C 1.8781 0.1354 0.0952  -0.24
9 N 3.4950 1.3610 0.3056  0.00
10 N 2.2161 1.2732 0.6324  0.07
11 N 0.0383 -3.0613 0.1352  0.05
12 N 0.7800 -2.0209 0.0203  -0.13
13 N 2.8375 -0.4351 -0.5954  0.10
14 N 0.4478 -0.7778 0.0759  0.01
15 H -4.0205 1.8802 0.2161  0.08
16 H -1.8712 3.1215 -0.4227  0.12
17 H -4.1604 -0.3819 0.6917  0.13
18 H 0.1643 1.5567 -0.3956  0.03
19 H -2.0726 -1.6744 0.7063  0.04
20 H 4.8630 0.1204 -0.6858  0.10
21 H 0.5874 -3.8863 -0.2607  0.06
22 H 2.6506 -1.4907 -0.8420  0.20

Largest force on an atom: 5.34 eV/A
E_LUMO: 0.5 eV
Kohn-Sham gap: 0.334 Ha
Structure (SMILES): [H]/N=N/N(c1ccccc1)c1nnc[nH]1